No. 1
C20H19N5O4Zn | ωB97M-V with the def2-TZVPD basis set

Structure (XYZ):
```
49
Properties=species:S:1:pos:R:3:forces:R:3:mulliken_charge:R:1
H 2.100608 0.996016 -3.619593 -0.5 0.1 0.1 0.381
C -3.633299 -2.833718 4.753710 1.6 0.1 -1.0 0.607
N 1.673847 1.587371 -1.421613 0.9 1.6 -1.8 -0.053
H 4.400674 2.112756 -7.844816 0.0 0.7 0.5 0.268
C -3.533159 -3.649042 3.550354 1.0 -0.8 -1.1 0.124
C -0.903604 2.004440 1.130254 -1.8 0.9 1.4 -0.791
H 2.380144 5.215511 -2.731014 -0.1 0.1 0.2 0.430
H -4.579026 -4.957670 2.116759 0.0 0.5 0.9 0.350
C 1.760935 -2.181492 0.455067 0.4 1.0 -2.2 -0.736
H 2.466449 -0.736516 -1.060369 -0.3 -0.2 -0.2 0.448
Zn -1.607206 -1.561009 3.075971 -0.5 0.4 0.2 -0.259
C 1.760126 -0.966232 -0.272442 -0.8 -0.3 2.3 -0.337
N 0.027355 -1.404874 1.899946 1.7 -2.3 1.0 -0.533
O -1.763697 0.446676 2.721656 -0.3 -0.7 -0.3 -0.801
C 2.427540 2.245789 -5.291262 1.7 0.4 -2.9 -0.722
C 2.940505 3.524230 -5.675988 -1.2 0.1 2.3 0.298
C 0.936426 1.380178 -0.301606 -0.8 0.6 2.0 0.175
O -2.845721 -1.082811 5.956594 -0.4 1.1 -0.4 -0.467
H -3.262491 -0.180705 5.854596 0.8 -1.3 -0.3 0.351
C 2.402076 4.416849 -3.448537 -0.7 -1.9 0.8 -0.690
H 2.256508 -3.043354 0.038663 0.6 0.0 0.3 0.372
C 0.046037 -0.225727 1.339724 -0.3 2.0 -1.9 0.607
H -5.281422 -4.854569 3.847243 1.0 -0.3 -1.1 0.281
N 1.786263 2.802775 -1.786580 -1.2 -0.6 2.7 -0.565
C 0.913688 0.065015 0.240754 0.7 -0.5 -0.5 0.719
O -2.585521 -3.814392 1.489632 0.6 -0.2 1.1 -0.602
C 4.708612 2.987484 -7.218623 -1.0 -0.8 0.6 -0.689
C -4.369522 -3.190808 5.993168 -0.1 -1.2 -0.6 -1.109
H 2.393057 1.442165 -6.099542 0.2 0.9 1.4 0.290
H 5.306147 3.649584 -7.825354 0.5 0.0 0.0 0.251
H -3.668244 -3.639667 6.707306 -0.1 -0.1 -0.2 0.280
H 5.221177 2.587357 -6.300329 -0.3 0.6 -0.9 0.325
H -3.783484 -5.733970 3.446598 0.6 -1.1 0.4 0.295
C -4.338979 -4.869591 3.201212 -2.3 1.3 0.6 -1.190
C 0.117334 2.359275 0.294932 1.3 -0.6 -1.5 -0.461
N -2.924235 -1.733217 4.688092 -0.5 0.3 0.9 0.238
H -5.179771 -3.907661 5.758146 0.4 0.5 0.4 0.329
C -0.965359 0.770730 1.761575 0.9 -0.9 0.1 0.775
N -2.527997 -3.370164 2.684303 -1.6 1.1 -0.1 0.339
H 0.963862 -3.213364 2.184588 -0.1 -0.3 -0.4 0.424
H -1.717526 2.734908 1.358788 1.0 -0.6 0.1 0.329
C 2.116211 3.079192 -3.073582 1.0 -0.4 -0.7 0.505
C 0.952248 -2.346846 1.538104 -2.2 0.9 1.3 -0.270
C 2.796700 4.597158 -4.721289 1.9 0.2 -3.0 -0.358
H -4.683633 -2.287823 6.459775 -0.7 0.5 0.3 0.360
H 3.234882 5.555169 -5.055814 -0.5 -0.4 0.2 0.321
C 2.180629 2.015151 -3.967733 -0.1 0.2 -0.4 0.132
H 0.312248 3.388375 0.004366 -0.5 -0.2 -0.2 0.455
O 3.571587 3.821069 -6.835791 0.3 -0.6 -0.5 -0.426
```
Forces are in eV/Å.

- Highest occupied orbital energy (alpha / beta): -6.8 / -6.8 eV
- Spin multiplicity: 1

---

No. 2
C6H11NO | ωB97M-V with the def2-TZVPD basis set

Structure (XYZ):
```
19
Properties=species:S:1:pos:R:3:forces:R:3:mulliken_charge:R:1
C -1.537463 -1.070999 -1.267992 0.2 -0.5 -0.8 -0.806
H -0.851294 1.479475 1.058689 0.2 -0.1 -0.1 0.326
H 2.197383 -0.526176 1.905702 0.0 0.1 -0.2 0.367
C 1.360998 0.128105 1.636045 -0.5 0.3 0.1 -1.109
O -1.725668 -0.169970 1.839453 -0.1 -0.1 0.4 -0.537
H 2.344952 0.699963 -0.229454 0.0 -0.1 -0.2 0.439
H 0.933665 0.753871 -2.627569 0.0 -0.1 0.2 0.327
H 1.892825 -0.688715 -2.178792 -0.1 0.1 0.1 0.376
C 0.914663 -0.210291 -2.104660 0.4 0.2 -1.3 -1.092
H -2.617742 -1.149090 -1.118111 0.1 0.3 0.4 0.175
H 0.437161 -0.330098 1.977755 0.0 0.0 0.0 0.296
H -2.397255 1.057712 0.317095 0.1 0.0 0.1 0.360
H -2.172004 -0.964726 1.519325 0.1 0.1 0.0 0.393
N 0.518841 -0.026610 -0.729953 2.0 1.0 1.4 0.049
H 0.111424 -0.832584 -2.547235 0.4 0.1 0.3 0.440
H 1.507114 1.064699 2.174228 0.0 0.0 0.1 0.303
C -0.848025 -0.223355 -0.505881 -2.7 1.0 2.6 0.585
C -1.462050 0.643868 0.712078 0.2 -1.1 -1.7 -1.010
C 1.392477 0.364920 0.169275 -0.1 -1.2 -1.2 0.118
```
Forces are in eV/Å.

- Highest occupied orbital energy: -6.9 eV
- Spin multiplicity: 1
- Energy above the lowest of the compared OMol25 structures with the same formula, charge and spin: 117.6 kcal/mol

---

No. 3
C2H5NS2 | ωB97M-V with the def2-TZVPD basis set

Structure (XYZ):
```
10
Properties=species:S:1:pos:R:3:forces:R:3:mulliken_charge:R:1
H -2.720319 0.367468 0.227513 0.5 -0.3 -0.2 0.273
N 0.726429 -0.531700 -0.509514 1.7 0.0 2.3 -0.205
H 0.930448 -0.480965 -1.463428 0.4 0.3 -1.6 0.250
H 1.479326 -0.843122 1.421803 0.6 0.7 -1.6 0.262
S -0.781486 -0.958535 -0.013395 -1.5 -0.2 0.0 -0.032
H -1.698831 1.178870 -0.869429 0.5 0.6 -1.6 0.324
S 3.326591 -0.105602 -0.070363 -0.7 -0.3 0.3 -0.309
C 1.801998 -0.515570 0.366765 -0.6 -0.2 0.3 -0.033
H -1.406262 1.283050 0.907444 0.1 -1.1 -1.5 0.263
C -1.657890 0.606105 0.002603 -1.0 0.5 3.6 -0.792
```
Forces are in eV/Å.

- Highest occupied orbital energy: -8.8 eV
- Spin multiplicity: 1
- Structure (SMILES): CSNC=S
- Energy above the lowest of the compared OMol25 structures with the same formula, charge and spin: 24.6 kcal/mol

---

No. 4
C3H9N4 | ωB97M-V with the def2-TZVPD basis set

Structure (XYZ):
```
16
Properties=species:S:1:pos:R:3:forces:R:3:mulliken_charge:R:1
H -1.203435 1.037877 0.876941 -1.2 1.8 2.3 0.225
N 2.460001 -0.739636 0.138831 -4.2 0.1 -0.3 -0.384
H -2.140701 -0.513225 1.215232 -0.6 -0.3 1.2 0.276
H 0.985423 1.559522 0.900441 0.6 0.9 0.8 0.357
N 0.141744 -1.188006 -0.113695 -0.9 0.7 -0.5 -0.609
C 1.121258 -0.339000 -0.027662 1.2 0.0 0.2 0.517
H -1.190263 1.684867 -0.864215 -0.8 0.3 0.7 0.319
H -1.371058 -0.469991 -1.465398 0.4 0.2 2.8 0.406
C 0.678973 1.137592 -0.015407 0.2 -1.1 -2.6 -0.428
H -1.970268 -1.868411 0.341997 -0.3 -1.3 0.3 0.349
N -1.198956 -0.333004 -0.375431 2.9 -3.2 -4.8 0.220
C -0.836287 1.022849 -0.080249 0.9 0.6 -1.1 -0.475
H 3.166884 -0.054914 0.108541 0.8 0.5 -0.1 0.223
H 0.992522 1.706087 -0.948579 0.3 -0.7 1.5 0.321
H 2.639237 -1.721621 -0.002814 0.3 0.1 0.1 0.262
N -2.275069 -0.920989 0.311461 0.3 1.4 -0.5 -0.580
```
Forces are in eV/Å.

- Highest occupied orbital energy: -14.4 eV
- Spin multiplicity: 1
- Total charge: +1
- Structure (SMILES): NC1=N[N@@H+](N)CC1
- Energy above the lowest of the compared OMol25 structures with the same formula, charge and spin: 71.7 kcal/mol